{
  "formula": "C5H14N",
  "method": "the ωB97M-V functional and the def2-TZVPD basis",
  "total_charge": 1,
  "max_force_ev_per_a": 0.3,
  "e_tot_ha": -253.37419,
  "species": ["C", "C", "C", "H", "H", "H", "H", "H", "H", "H", "H", "C", "C", "N", "H", "H", "H", "H", "H", "H"],
  "coordinates": [[-0.755, -2.484, 1.555], [-0.374, -1.238, 0.764], [0.946, -0.632, 1.225], [0.009, -3.256, 1.460], [-1.706, -2.897, 1.219], [-0.861, -2.248, 2.613], [-1.170, -0.491, 0.860], [-0.320, -1.502, -0.299], [1.195, 0.274, 0.657], [0.911, -0.364, 2.280], [1.776, -1.329, 1.081], [-0.546, 0.905, -1.823], [0.994, 2.657, -1.103], [-0.173, 2.266, -1.420], [-0.851, 0.930, -2.868], [-1.397, 0.593, -1.224], [0.301, 0.245, -1.667], [1.810, 1.943, -1.151], [1.141, 3.682, -0.782], [-0.929, 2.947, -1.375]],
  "forces_ev_per_angstrom": [[0.0, 0.1, 0.0], [0.0, -0.1, 0.0], [0.1, 0.0, -0.2], [0.0, 0.0, 0.0], [0.0, 0.0, 0.0], [0.0, 0.0, 0.1], [0.0, 0.0, 0.0], [0.0, 0.0, 0.1], [0.0, 0.0, 0.1], [0.0, 0.0, 0.0], [-0.1, 0.0, 0.1], [-0.1, 0.2, -0.2], [-0.2, -0.2, 0.0], [0.1, 0.1, 0.1], [0.1, 0.0, 0.0], [0.1, 0.0, 0.1], [0.0, 0.0, 0.0], [0.0, 0.1, 0.1], [0.1, 0.0, -0.1], [0.0, 0.0, 0.0]],
  "mulliken_charge": [-1.43, 0.12, -0.90, 0.35, 0.36, 0.36, 0.19, 0.21, 0.05, 0.38, 0.33, -0.67, -0.17, 0.03, 0.33, 0.30, 0.26, 0.30, 0.31, 0.29]
}

---

{
  "formula": "C2H7ClNP",
  "method": "the ωB97M-V functional and the def2-TZVPD basis",
  "max_force_ev_per_a": 2.8,
  "e_tot_ha": -936.64310,
  "smiles": "C=NC.PCl",
  "species": ["C", "C", "N", "P", "Cl", "H", "H", "H", "H", "H", "H", "H"],
  "coordinates": [[-1.178, -0.198, -2.092], [0.095, 1.081, -0.573], [0.053, 0.116, -1.343], [-1.557, -2.606, 1.707], [-1.343, -2.881, 3.730], [-1.132, 0.262, -3.063], [-1.102, -1.291, -2.272], [-2.187, 0.074, -1.568], [-0.501, -1.602, 1.501], [-0.707, 1.831, -0.494], [1.017, 1.498, -0.322], [-2.556, -1.613, 1.879]],
  "forces_ev_per_angstrom": [[-0.7, -1.0, 1.6], [-1.4, 2.2, -0.9], [-0.5, -1.5, -1.4], [0.5, 0.9, -0.3], [0.2, -0.1, 0.3], [0.1, 0.4, -0.3], [-0.6, 0.6, 0.1], [1.8, -0.4, -0.8], [-0.7, -0.7, 0.2], [-0.5, -0.5, 0.4], [1.8, 0.0, 1.3], [0.1, 0.0, -0.3]],
  "mulliken_charge": [-0.69, -0.31, -0.36, 0.07, -0.22, 0.33, 0.25, 0.27, 0.08, 0.24, 0.28, 0.07]
}

---

{
  "formula": "CI3NS2",
  "method": "the ωB97M-V functional and the def2-TZVPD basis",
  "max_force_ev_per_a": 3.6,
  "e_tot_ha": -1782.28775,
  "species": ["C", "N", "S", "S", "I", "I", "I"],
  "coordinates": [[0.132, -0.258, 0.127], [0.171, 0.984, -0.283], [1.567, -1.219, -0.052], [-1.108, -1.193, 0.980], [-1.219, 2.318, 0.083], [3.390, 0.273, -0.381], [-2.933, -0.904, -0.473]],
  "forces_ev_per_angstrom": [[0.2, 3.5, -0.8], [0.7, -3.1, 0.5], [0.4, -0.9, 0.1], [0.3, 0.0, 0.1], [-0.8, 0.7, 0.3], [-0.3, 0.0, 0.0], [-0.4, -0.2, -0.2]],
  "mulliken_charge": [0.55, -0.55, -0.20, -0.15, 0.14, 0.09, 0.12]
}

---

{
  "formula": "C4H12NOS",
  "method": "the ωB97M-V functional and the def2-TZVPD basis",
  "total_charge": -1,
  "max_force_ev_per_a": 1.4,
  "e_tot_ha": -687.80039,
  "species": ["C", "C", "S", "H", "H", "H", "H", "H", "C", "N", "C", "O", "H", "H", "H", "H", "H", "H", "H"],
  "coordinates": [[-1.313, -2.573, -1.225], [-2.339, -1.438, -1.164], [-2.402, -0.675, 0.492], [-1.587, -3.354, -0.482], [-0.268, -2.197, -0.971], [-1.274, -3.016, -2.221], [-3.335, -1.831, -1.421], [-2.120, -0.690, -1.919], [2.667, 1.800, 1.462], [1.620, 2.041, 0.466], [0.442, 1.198, 0.639], [-0.349, 1.177, -0.521], [2.262, 2.064, 2.462], [3.525, 2.450, 1.266], [3.022, 0.743, 1.506], [1.972, 1.901, -0.480], [0.749, 0.177, 0.879], [-0.106, 1.635, 1.473], [-1.166, 0.592, -0.242]],
  "forces_ev_per_angstrom": [[0.8, 0.2, 0.7], [-0.2, -0.4, 0.3], [-0.4, -0.2, 0.0], [0.3, 0.4, -0.5], [-1.3, -0.4, -0.2], [0.0, -0.2, -0.2], [0.2, 0.0, 0.1], [0.2, 0.2, -0.2], [-0.6, -0.1, 0.1], [0.5, 0.2, -0.5], [-0.1, 0.1, -0.4], [0.2, 0.1, 0.4], [0.3, -0.2, -0.5], [-0.1, -0.1, 0.0], [-0.2, 0.4, 0.0], [0.0, -0.1, 0.3], [0.0, -0.3, 0.3], [-0.2, -0.2, 0.4], [0.7, 0.5, -0.1]],
  "mulliken_charge": [-0.87, -0.51, -0.67, 0.24, 0.18, 0.32, 0.29, 0.29, -0.79, -0.38, -0.24, -0.54, 0.26, 0.31, 0.29, 0.22, 0.22, 0.27, 0.12]
}

---

The energy above the lowest of the compared OMol25 structures with the same formula, charge and spin results, record by record, are as follows: 27.65; 21.98; 0.00; 17.36 kcal per mole.